A cluster of 4 separate species, C24H45N3O16P3S4 in total in a non-equilibrium geometry. Source: the OMol25 dataset; level of theory: the ωB97M-V functional and the def2-TZVPD basis.

Values from the calculation:
highest occupied orbital energy	-11.74	eV
charge	+1
gap between HOMO and LUMO	7.791	eV

Element x y z (Å)
C -2.8606 3.2434 -1.4969
C -1.9014 2.2792 -2.2663
O -1.0252 1.6762 -1.2776
P -0.2539 0.3647 -1.8212
O -1.0046 -0.4233 -2.8319
C 1.3944 0.7438 -2.5144
C 2.0272 -0.4483 -3.3202
C 1.7306 -1.8285 -2.7315
C 0.8466 -2.6954 -3.3780
P 0.0110 -2.3126 -4.9869
O 0.9212 -1.6889 -5.9843
N 0.5684 -3.9004 -2.8061
C 1.0905 -4.3255 -1.6399
P 0.6025 -5.9843 -0.9111
C -0.6450 -5.5059 0.4162
C 0.0177 -4.9843 1.7238
C -0.4719 -6.8642 -2.1877
C -1.8753 -6.1356 -2.3149
C 2.0183 -3.4998 -0.9642
N 2.5638 -3.9665 0.2873
C 3.5476 -4.6968 0.1130
S 4.9651 -5.3516 0.1416
C 2.3686 -2.2265 -1.4877
C 3.3243 -1.2295 -0.8355
N 4.2159 -1.7965 0.1777
C 3.6452 -1.4969 1.5201
O -0.0400 -0.5981 -0.4986
C -1.1076 -0.4828 0.4766
C -2.5170 -0.8651 -0.0588
H -3.7238 2.6220 -1.1838
H -3.2525 3.9673 -2.2324
H -2.3747 3.7151 -0.6318
H -1.3220 2.8231 -3.0387
H -2.5469 1.5536 -2.7883
H 1.2455 1.5776 -3.2329
H 2.0646 1.1574 -1.7353
H 3.1180 -0.2700 -3.3618
H 1.6713 -0.3456 -4.3617
H -0.4069 -3.5843 -5.4952
H -1.1420 -1.5175 -4.8289
H -0.0794 -4.5173 -3.2915
H -1.2340 -6.4089 0.6678
H -1.3368 -4.7227 0.0564
H -0.7187 -4.9294 2.5457
H 0.9231 -5.5515 2.0090
H 0.3654 -3.9421 1.5646
H 0.0444 -6.9327 -3.1614
H -0.6824 -7.8692 -1.7808
H -1.7472 -5.0487 -2.1336
H -2.2456 -6.2749 -3.3460
H -2.6124 -6.4968 -1.5829
H 3.9736 -0.8382 -1.6507
H 2.7970 -0.3325 -0.4424
H 5.1455 -1.3958 0.1286
H 3.9188 -2.3229 2.2076
H 2.5428 -1.4470 1.5011
H 4.0288 -0.5442 1.9375
H -0.8645 -1.2221 1.2682
H -1.1247 0.4956 0.9905
H -3.0639 0.0635 -0.3177
H -3.1149 -1.4015 0.7023
H -2.4862 -1.4946 -0.9645
C -0.5842 7.1759 2.5658
C -0.0260 5.7687 2.6009
O -0.8417 5.0331 1.6787
S -1.3076 6.0086 0.4888
O -0.4381 5.8189 -0.6176
O -2.7230 5.9281 0.3744
O -0.9293 7.3995 1.1927
H -1.4939 7.2587 3.1641
H 0.1375 7.9166 2.9019
H -0.0732 5.3259 3.5926
H 1.0046 5.7404 2.2392
C 4.3027 -4.4332 4.7848
C 3.3724 -4.7427 5.9403
O 3.8012 -3.8780 6.9939
S 4.3618 -2.5061 6.3659
O 3.3288 -1.5340 6.4067
O 5.6541 -2.2680 6.8923
O 4.5055 -3.0175 4.8416
H 5.2713 -4.9219 4.9121
H 3.8776 -4.7181 3.8237
H 3.4268 -5.7829 6.2525
H 2.3373 -4.4907 5.6950
C -3.9717 8.5683 -0.7213
C -5.2468 8.6215 -1.5359
O -6.2749 8.8945 -0.5792
S -5.6750 9.8149 0.6003
O -6.0022 11.1679 0.3299
O -5.9668 9.1954 1.8423
O -4.1155 9.5973 0.2646
H -3.8688 7.6140 -0.2051
H -3.0869 8.7468 -1.3301
H -5.4460 7.6894 -2.0596
H -5.2258 9.4438 -2.2557

Mulliken atomic charge list, values in e, 8 entries:
1 C -1.00
2 C -0.31
3 O -0.02
4 P 0.61
5 O -0.76
6 C -0.79
7 C -1.73
8 C -0.13